[1]
Below is C30H43AsN6O7OsS2Si3 as an isolated structure, with properties calculated with ωB97M-V with the def2-TZVPD basis set.

Output
Electronic energy: -6015.05611 hartree
Lowest unoccupied orbital energy (spin up / spin down): -0.210 / -0.282 Ha
Energy above the lowest of the compared OMol25 structures with the same formula, charge and spin: 90.80 kJ/mol
Gap between HOMO and LUMO (spin up / spin down): 0.3021 / 0.2305 Ha

ORCA input file:
```
! RIJCOSX wB97M-V def2-TZVPD def2/J DEFGRID3
* xyz 2 5
Os 0.2240 0.6011 0.3885
O -2.6769 5.7717 0.4602
C -1.5636 5.8464 1.1785
O -1.1525 6.8630 1.6556
C -0.7918 4.5776 1.4020
C 0.3009 4.5158 2.2556
N 0.7893 3.2679 2.2049
N 0.0681 2.5010 1.3766
C -0.8827 3.2880 0.8767
C -1.7859 2.6424 -0.1089
O -2.8201 3.1470 -0.4817
O -1.3380 1.4781 -0.5278
H -2.8574 4.8681 0.1233
H 0.7243 5.2817 2.8808
H 1.5108 2.8567 2.7772
N 1.9156 -0.4130 4.9493
C 0.8227 -0.1035 5.7426
C 0.5884 -0.2505 7.1060
C -0.6421 0.1729 7.5584
C -1.6055 0.7240 6.6932
C -1.3665 0.8635 5.3456
C -0.1259 0.4345 4.8690
N 0.3863 0.4417 3.5749
C 1.5891 -0.0659 3.6778
C 2.5174 -0.1710 2.5586
C 3.8535 -0.3981 2.6870
S 4.6367 -0.3593 1.1765
C 3.1571 -0.0630 0.4365
N 2.1097 0.0213 1.2331
H 2.7756 -0.8273 5.2688
H 1.3233 -0.6685 7.7766
H -0.8756 0.0829 8.6090
H -2.5506 1.0455 7.1046
H -2.1051 1.2990 4.6873
H 4.4130 -0.5595 3.5901
H 3.0685 0.0525 -0.6297
N -1.5263 -0.5042 1.5294
C -2.0113 -1.8025 1.1652
C -1.0631 -2.7692 0.8587
C -1.4693 -4.0353 0.4890
C -2.8352 -4.2673 0.3789
C -3.7987 -3.3374 0.7443
C -3.3718 -2.0767 1.1326
S -3.3827 -5.8190 -0.3601
O -4.7659 -5.7271 -0.6745
O -2.4465 -6.2513 -1.3408
O -3.0886 -6.3236 1.0519
H -2.2789 0.1800 1.5633
H -1.1075 -0.5074 2.4657
H -0.0097 -2.5194 0.9193
H -0.7637 -4.8120 0.2329
H -4.8476 -3.5879 0.6816
H -4.0947 -1.3116 1.3812
C 2.3407 -1.9688 -4.4209
Si 1.7713 -2.0883 -2.6492
C 3.2568 -2.5399 -1.5980
C 0.4420 -3.3733 -2.3971
As 0.6927 0.0283 -1.9756
Si 1.9101 2.0487 -2.6562
C 0.6635 3.3961 -2.9789
C 3.0471 2.6001 -1.2634
C 2.9058 1.6329 -4.1731
Si -1.4279 -0.0786 -3.2776
C -2.2387 1.5529 -3.6511
C -2.5332 -1.1894 -2.2717
C -0.8678 -0.8402 -4.8959
H 2.9623 -2.8512 -4.5938
H 2.9656 -1.0989 -4.6052
H 1.5380 -1.9840 -5.1545
H 3.6221 -3.4819 -2.0135
H 3.0207 -2.7251 -0.5512
H 4.0824 -1.8353 -1.6729
H 0.8922 -4.3661 -2.4465
H -0.3375 -3.3313 -3.1555
H -0.0295 -3.2716 -1.4240
H -0.1832 3.3900 -2.2944
H 0.2753 3.3451 -3.9939
H 1.1723 4.3558 -2.8730
H 2.5961 2.5340 -0.2709
H 3.2842 3.6513 -1.4337
H 3.9934 2.0609 -1.2546
H 2.2955 1.2096 -4.9701
H 3.7219 0.9462 -3.9530
H 3.3486 2.5532 -4.5588
H -2.7450 1.9945 -2.7978
H -2.9926 1.3257 -4.4091
H -1.5684 2.2856 -4.0892
H -2.7564 -0.7284 -1.3114
H -2.1099 -2.1794 -2.1044
H -3.4804 -1.3188 -2.7988
H 0.0567 -0.3883 -5.2593
H -1.6296 -0.6455 -5.6511
H -0.7300 -1.9191 -4.8461
*
```

[2]
Below is a 5-piece molecular cluster, C30H43BF7INO14P overall in a non-equilibrium geometry, with properties calculated with ωB97M-V with the def2-TZVPD basis set.

Output
Electronic energy: -3639.86653 hartree
SMILES string: OP(I)B(CCCCCCCCCCCCn1cccc1)COC(F)(F)F.O=C1OC[C@@H](F)O1.O=C1OC[C@@H](F)O1.O=C1OC[C@@H](F)O1.O=C1OC[C@@H](F)O1
Lowest unoccupied orbital energy: -0.024 Ha
Gap between HOMO and LUMO: 0.2600 Ha

ORCA input file:
```
! RIJCOSX wB97M-V def2-TZVPD def2/J DEFGRID3
* xyz 0 1
O 1.3973 -0.5925 0.6701
P 0.9167 -1.5522 -0.6657
I -0.6538 -0.1138 -1.9709
B 2.3799 -1.7970 -1.9049
C 1.9454 -2.3924 -3.3788
C 1.0112 -3.7195 -3.2795
C -0.4744 -3.5424 -3.8685
C -1.5090 -4.3659 -2.9011
C -2.9238 -3.6007 -2.8420
C -3.9268 -4.1350 -1.7066
C -3.5069 -3.7836 -0.1959
C -2.8679 -2.3258 0.0133
C -3.3354 -1.5696 1.3543
C -4.5318 -0.5227 1.0566
C -4.0322 0.9492 0.6481
C -4.2860 1.3059 -0.9150
N -3.2028 2.1640 -1.4993
C -3.1574 2.2017 -2.9620
C -1.9678 3.0805 -3.4207
C -1.3551 3.5416 -2.0371
C -2.1567 2.9368 -0.8426
C 3.9105 -1.4003 -1.4987
O 4.0923 -1.6847 -0.0763
C 4.7234 -0.6277 0.6067
F 4.0617 0.6159 0.5266
F 6.1059 -0.5524 0.2565
F 4.7079 -0.9900 1.9978
H 0.8857 -0.7978 1.4808
H 2.8639 -2.5760 -4.0347
H 1.3058 -1.5955 -3.9261
H 1.0048 -4.0586 -2.1782
H 1.5062 -4.5643 -3.8930
H -0.8381 -2.4618 -3.9403
H -0.5596 -3.9766 -4.9374
H -1.0912 -4.4582 -1.8308
H -1.5867 -5.4191 -3.3617
H -2.7032 -2.4814 -2.8094
H -3.4430 -3.8002 -3.8595
H -4.9905 -3.7374 -1.9198
H -3.9961 -5.2801 -1.8320
H -4.4150 -3.9836 0.4961
H -2.7059 -4.5576 0.1231
H -3.2002 -1.6711 -0.8765
H -1.7295 -2.4518 0.0556
H -3.6111 -2.3169 2.1862
H -2.4129 -0.9799 1.7353
H -5.1358 -0.4310 2.0391
H -5.2251 -0.9896 0.2664
H -2.9380 1.0519 0.9620
H -4.6258 1.7137 1.2631
H -5.3383 1.6912 -1.1282
H -4.2030 0.2898 -1.4678
H -3.8631 1.6676 -3.6964
H -1.6148 3.3254 -4.4744
H -0.4198 4.1998 -1.9660
H -1.9901 3.0339 0.2766
H 4.6435 -2.0326 -2.1114
H 4.0442 -0.2934 -1.7820
C -7.1438 0.5894 4.6341
C -8.4596 1.2992 4.6024
O -8.3556 2.1209 3.4582
C -7.5154 1.4614 2.6125
O -7.4001 1.7122 1.4487
O -6.8265 0.4737 3.2539
F -8.6110 2.0918 5.6898
H -6.3643 1.1672 5.1386
H -7.2117 -0.3927 5.1045
H -9.3253 0.6379 4.5027
C 5.4986 2.1644 3.7487
C 4.3917 2.8652 3.0305
O 4.6468 4.2307 3.2934
C 5.9974 4.3215 3.4539
O 6.6106 5.3507 3.4226
O 6.5658 3.0987 3.6451
F 3.1871 2.5429 3.5604
H 5.2721 1.9879 4.8029
H 5.7614 1.2134 3.2824
H 4.3786 2.6958 1.9502
C 5.9785 5.7982 6.9192
C 5.3820 5.5649 8.2701
O 4.6604 4.3624 8.1012
C 5.3235 3.6749 7.1308
O 5.1682 2.5083 6.9090
O 6.1909 4.4747 6.4478
F 4.5099 6.5490 8.5937
H 5.2977 6.3201 6.2409
H 6.9167 6.3524 6.9685
H 6.1167 5.4431 9.0715
C 3.8346 -1.3324 -7.5696
C 4.1293 -2.7657 -7.8789
O 3.1290 -3.4624 -7.1651
C 2.0643 -2.6130 -7.1099
O 0.9525 -2.9470 -6.8237
O 2.4215 -1.3363 -7.4281
F 5.3395 -3.1298 -7.3914
H 4.2925 -1.0004 -6.6334
H 4.1471 -0.6605 -8.3704
H 4.0666 -3.0188 -8.9413
*
```

[3]
Below is C30H43Cl5GaP2 as an isolated structure in a non-equilibrium geometry, with properties calculated with ωB97M-V with the def2-TZVPD basis set.

Output
Electronic energy: -6076.94064 hartree
Lowest unoccupied orbital energy (spin up / spin down): -0.147 / -0.147 Ha
Energy above the lowest of the compared OMol25 structures with the same formula, charge and spin: 247.52 kJ/mol
Gap between HOMO and LUMO (spin up / spin down): 0.1333 / 0.1334 Ha

ORCA input file:
```
! RIJCOSX wB97M-V def2-TZVPD def2/J DEFGRID3
* xyz 1 1
Ga -0.9619 0.0433 0.6040
C -0.9206 3.3919 -1.7136
C -0.6913 2.4918 -2.7913
C -2.9405 2.4871 -2.3204
C -2.3075 3.3732 -1.4149
C -1.9429 1.9235 -3.1558
C 0.0808 4.2493 -1.0396
H 1.0931 4.0482 -1.4099
H 0.0678 4.0940 0.0510
H -0.1331 5.3163 -1.2192
C -2.9991 4.1644 -0.3777
H -2.2820 4.7039 0.2490
H -3.5997 3.5145 0.2731
H -3.6817 4.9007 -0.8273
C -4.3963 2.2596 -2.4138
H -4.9000 3.1207 -2.8765
H -4.8383 2.1174 -1.4209
H -4.6163 1.3778 -3.0230
C -2.1918 0.9602 -4.2497
H -2.7941 1.4135 -5.0541
H -2.7487 0.0841 -3.8818
H -1.2507 0.6114 -4.6925
C 0.6022 2.2279 -3.4640
H 0.6756 2.7873 -4.4139
H 0.7162 1.1589 -3.7066
H 1.4488 2.5360 -2.8342
C 3.5174 -1.5966 2.5709
C 4.0550 -0.6554 1.7576
C 5.2048 -0.9258 0.8279
C 5.0967 -2.2372 0.0286
C 3.6902 -2.6090 -0.3582
C 2.9758 -3.5508 0.2921
C 3.2190 -4.0147 1.7005
C 3.9699 -3.0319 2.6303
H 6.1535 -0.9369 1.3892
H 5.6145 -3.0438 0.5691
H 5.2943 -0.0878 0.1238
H 5.0559 -3.1295 2.4875
H 2.8413 -1.3088 3.3792
H 3.8912 0.4064 1.9502
H 3.7867 -3.3789 3.6582
H 2.2476 -4.2600 2.1614
H 2.2738 -4.1736 -0.2667
H 3.7867 -4.9613 1.6948
H 5.6816 -2.1004 -0.8910
H 3.3816 -2.2616 -1.3474
P 1.1466 0.1564 1.3080
P -0.9827 -1.9554 -0.7040
C 1.0412 -1.6792 1.3601
C 0.0578 -2.6506 0.6258
H 1.1139 -1.9821 2.4107
H 2.0213 -1.8054 0.9029
H 0.6128 -3.4658 0.1491
H -0.6083 -3.1006 1.3756
C -2.3185 -3.1331 -0.9929
H -2.8842 -2.8336 -1.8883
H -3.0056 -3.1552 -0.1335
H -1.8875 -4.1363 -1.1452
C -0.0421 -1.7481 -2.2342
H 0.4492 -2.6945 -2.5002
H 0.7127 -0.9569 -2.1407
H -0.7437 -1.4528 -3.0303
C 1.4540 0.9649 2.8729
H 1.3048 2.0463 2.7394
H 2.4792 0.7655 3.1975
H 0.7436 0.6019 3.6298
C 2.0626 0.8052 -0.1041
H 1.5772 0.5583 -1.0576
H 3.0820 0.4029 -0.0955
H 2.0872 1.9021 -0.0131
Cl -1.5438 2.5544 2.8258
C -2.7860 1.3558 2.6466
C -2.7699 0.5109 1.5218
C -4.0207 -0.0400 1.1834
Cl -4.3162 -0.5914 -0.4333
C -5.0933 -0.1097 2.1111
Cl -6.5259 -0.9688 1.7357
C -4.9690 0.5185 3.3711
Cl -6.1857 0.3565 4.5565
C -3.8171 1.3071 3.6171
Cl -3.6715 2.1538 5.0973
*
```

[4]
Below is a 6-piece molecular cluster, C30H43F15N2O13PS2 overall in a non-equilibrium geometry, with properties calculated with ωB97M-V with the def2-TZVPD basis set.

Output
Electronic energy: -4892.38196 hartree
Lowest unoccupied orbital energy (spin up / spin down): 0.000 / 0.000 Ha
Gap between HOMO and LUMO (spin up / spin down): 0.3108 / 0.3278 Ha

ORCA input file:
```
! RIJCOSX wB97M-V def2-TZVPD def2/J DEFGRID3
* xyz 0 2
C -2.8530 -3.4352 -3.1262
C -1.7600 -4.0284 -2.2226
C -2.3986 -4.2037 -0.8260
C -1.3571 -5.4329 -2.7446
C 0.1418 -5.7264 -2.8126
N 0.4251 -6.9339 -3.6343
C -0.3239 -7.9166 -3.6249
S -1.3067 -9.1301 -3.6530
P 0.9373 -6.0982 -1.1830
O 0.0061 -7.2526 -0.5478
O 0.8376 -4.8279 -0.2113
S 2.7689 -6.6687 -1.3690
C 0.8538 -4.5677 -3.4999
C 0.4497 -3.1383 -3.0684
C 0.0770 -2.3125 -4.3015
C 1.6960 -2.4696 -2.4610
N -0.6009 -3.1320 -2.0286
O -0.9337 -1.9634 -1.6396
H -2.8086 -3.7886 -4.1523
H -2.8327 -2.3501 -3.1362
H -3.8202 -3.7273 -2.7259
H -3.1183 -5.0149 -0.8374
H -1.6085 -4.3718 -0.1040
H -2.9340 -3.2954 -0.5691
H -1.7179 -5.5435 -3.7654
H -1.8861 -6.1725 -2.1521
H 0.4286 -7.4763 0.2924
H 0.3604 -5.0149 0.6030
H 1.9282 -4.6879 -3.3954
H 0.6493 -4.6689 -4.5628
H 0.8600 -2.4806 -5.0388
H 0.1046 -1.2535 -4.0666
H -0.8587 -2.6079 -4.7668
H 1.4634 -1.4697 -2.1176
H 2.4554 -2.4288 -3.2359
H 2.0452 -3.0738 -1.6287
C 0.6885 4.2995 -2.6480
C 1.7051 3.8742 -3.6832
O 2.8006 3.1521 -3.0824
C 2.5882 1.8711 -2.8397
O 1.5944 1.2485 -3.0661
C 3.8586 1.2417 -2.2406
F 4.3900 2.0129 -1.2908
F 4.7797 1.0732 -3.1969
F 3.5810 0.0583 -1.7139
H 1.1672 4.8756 -1.8578
H -0.0831 4.9010 -3.1103
H 0.2172 3.4320 -2.1853
H 2.1594 4.7440 -4.1527
H 1.2531 3.2712 -4.4694
C -1.4412 -9.5594 1.6076
C -0.4813 -10.6121 2.1171
O -0.3497 -10.5508 3.5516
C -1.3040 -11.1485 4.2472
O -2.2543 -11.7262 3.8166
C -0.9934 -11.0300 5.7497
F -0.6118 -9.7905 6.0738
F -0.0025 -11.8653 6.0816
F -2.0558 -11.3402 6.4771
H -1.1374 -8.5677 1.9481
H -1.4662 -9.5658 0.5183
H -2.4506 -9.7349 1.9775
H 0.5204 -10.4404 1.7293
H -0.7856 -11.6126 1.8146
C -0.2482 -8.4735 8.7237
C 0.1980 -8.2357 10.1491
O -0.0929 -6.8887 10.5747
C -1.3323 -6.6616 10.9767
O -2.2291 -7.4475 11.0248
C -1.4635 -5.1970 11.4332
F -0.8842 -4.3645 10.5660
F -0.8726 -5.0376 12.6222
F -2.7389 -4.8572 11.5510
H 0.1956 -7.7336 8.0571
H 0.0525 -9.4651 8.3978
H -1.3310 -8.3936 8.6339
H 1.2776 -8.3360 10.2343
H -0.2565 -8.9469 10.8372
C 1.9738 11.2545 -2.9755
C 0.4617 11.2002 -2.9294
O -0.0111 9.8346 -2.9417
C 0.0006 9.2077 -1.7794
O 0.3573 9.6404 -0.7261
C -0.5707 7.7896 -1.9577
F -0.0630 7.1922 -3.0449
F -1.8984 7.8400 -2.1019
F -0.2994 7.0361 -0.9017
H 2.3435 10.6950 -3.8363
H 2.3185 12.2761 -3.0554
H 2.4112 10.8104 -2.0817
H 0.0333 11.6604 -3.8166
H 0.0619 11.7222 -2.0639
C -1.4911 17.6168 -1.9339
C -0.4323 17.2698 -2.9568
O 0.6820 16.5865 -2.3448
C 0.5274 15.2928 -2.1361
O -0.4287 14.6262 -2.3996
C 1.8120 14.7102 -1.5217
F 2.2861 15.4793 -0.5437
F 2.7626 14.6123 -2.4595
F 1.5704 13.5019 -1.0226
H -1.0576 18.1965 -1.1190
H -2.2835 18.2014 -2.3990
H -1.9319 16.7179 -1.5046
H -0.0093 18.1713 -3.3932
H -0.8358 16.6642 -3.7667
*
```

[5]
Below is C30H43F5GdP2S as an isolated structure in a non-equilibrium geometry, with properties calculated with ωB97M-V with the def2-TZVPD basis set.

Output
Electronic energy: -3514.43257 hartree
Lowest unoccupied orbital energy (spin up / spin down): -0.222 / -0.134 Ha
Energy above the lowest of the compared OMol25 structures with the same formula, charge and spin: 0.00 kJ/mol
Gap between HOMO and LUMO (spin up / spin down): 0.1213 / 0.2093 Ha

ORCA input file:
```
! RIJCOSX wB97M-V def2-TZVPD def2/J DEFGRID3
* xyz 1 8
Gd 1.3696 0.7564 -0.0554
C 0.3409 2.4698 1.3346
C -0.2438 1.2585 1.8159
C 2.0574 1.0937 2.1050
C 1.7649 2.3909 1.5013
C 0.7956 0.4228 2.3160
C -0.4485 3.5772 0.7333
H -1.4462 3.6325 1.1951
H -0.5895 3.4252 -0.3469
H 0.0540 4.5414 0.8539
C 2.7297 3.3125 0.8394
H 2.2921 3.8255 -0.0348
H 3.6477 2.8044 0.5127
H 3.0312 4.1043 1.5390
C 3.3528 0.3999 1.8817
H 4.1252 0.9154 2.4648
H 3.7084 0.4084 0.8169
H 3.2829 -0.6481 2.1931
C 0.5558 -0.9427 2.8652
H 0.8006 -0.9915 3.9284
H 1.1321 -1.7233 2.3520
H -0.5025 -1.2032 2.7826
C -1.6942 0.9333 1.8348
H -2.1327 1.0595 2.8301
H -1.8701 -0.1033 1.5262
H -2.2388 1.5880 1.1453
C -1.9018 -0.7813 -2.7236
C -2.7583 -0.0572 -1.9962
C -3.6871 -0.5223 -0.9233
C -3.6831 -2.0443 -0.6365
C -2.4178 -2.5088 -0.0106
C -1.2677 -2.9340 -0.5469
C -0.7949 -2.8740 -1.9550
C -1.7912 -2.2607 -2.9434
H -4.7076 -0.1979 -1.1863
H -3.9691 -2.5919 -1.5358
H -3.4268 -0.0015 0.0200
H -2.7613 -2.7669 -2.9186
H -1.1143 -0.2261 -3.2589
H -2.7641 1.0251 -2.1463
H -1.3765 -2.4026 -3.9571
H 0.1393 -2.2809 -1.9795
H -0.5041 -3.3070 0.1482
H -0.4850 -3.8763 -2.3081
H -4.4917 -2.2164 0.0926
H -2.4727 -2.5127 1.0812
P -0.8535 -6.1561 -2.8082
P 0.7035 -8.0910 -1.2398
C -1.1228 -7.9424 -3.3679
C 0.0085 -8.8083 -2.8370
H -1.1595 -7.9604 -4.4692
H -2.1004 -8.2762 -2.9846
H -0.3348 -9.8376 -2.6551
H 0.8406 -8.8394 -3.5566
C 2.0185 -9.3826 -1.1854
H 2.5432 -9.3277 -0.2273
H 2.7372 -9.1967 -1.9914
H 1.5952 -10.3897 -1.3085
C -0.4805 -8.9760 -0.1341
H -0.6283 -10.0106 -0.4682
H -1.4424 -8.4554 -0.1089
H -0.0573 -8.9811 0.8762
C -0.3353 -5.5414 -4.4826
H -0.3268 -4.4415 -4.5025
H -1.0102 -5.9399 -5.2568
H 0.6884 -5.9125 -4.6572
C -2.6672 -5.7736 -2.7170
H -3.0832 -6.3991 -1.9098
H -3.1619 -6.0218 -3.6702
H -2.8294 -4.7176 -2.4548
F -1.6730 6.9274 -4.6219
C -1.1104 5.8973 -3.9642
C -0.1793 6.1237 -2.9499
F -0.0082 7.3698 -2.4582
C 0.5433 5.0573 -2.4342
F 1.5093 5.3331 -1.5148
C 0.2930 3.7160 -2.8021
S 1.2761 2.3823 -2.3021
C -0.7999 3.5318 -3.6804
F -1.2305 2.2615 -3.8958
C -1.4677 4.5863 -4.2879
F -2.4664 4.3401 -5.1665
*
```